Density functional theory data (ωB97M-V with the def2-TZVPD basis set) for one molecule with the formula C5H4Cl2S.

## Properties
gap between HOMO and LUMO	0.273	hartree
E	-1511.350967	Ha
structure (SMILES)	C=C(Cl)/C(Cl)=C\C=S
molecular weight	167.1	g mol⁻¹
HOMO level	-8.92	eV

Cartesian coordinates (Å):
C1 -1.193577 -0.259420 0.157507
C2 -0.745850 -1.028127 1.179221
C3 -0.687378 0.054091 -1.075304
C4 0.632886 0.504941 -1.206118
C5 1.521722 0.688025 0.075635
H1 0.034026 -1.874966 1.134467
H2 -1.022648 -0.598906 2.234898
H3 1.015275 0.718465 -2.147028
H4 1.117078 0.225648 1.240447
S1 3.196763 0.825919 0.003112
Cl1 -2.299471 0.973926 0.915101
Cl2 -1.568825 -0.229596 -2.511938

Force components x, y, z for each atom (eV/Å):
C -1.4 -0.5 6.0
C 0.9 0.2 0.8
C 4.6 1.0 -3.3
C -2.1 -0.7 4.8
C 0.9 -2.6 1.0
H -1.5 1.5 -0.3
H 0.4 -1.6 -2.1
H 0.9 0.5 -1.4
H 0.7 2.1 -3.9
S -2.6 0.2 -0.2
Cl -0.1 0.1 -1.2
Cl -0.6 0.1 -0.3



Density functional theory data (ωB97M-V with the def2-TZVPD basis set) for C5H4ClFO as an isolated structure.

## Properties
gap between HOMO and LUMO	0.385	hartree
E	-828.098542	Ha
molecular weight	134.5	g mol⁻¹
HOMO level	-9.54	eV

Cartesian coordinates (Å):
C1 -0.197808 -0.247526 -1.204984
C2 1.041511 -0.107812 -0.218816
C3 -0.627006 0.885577 -0.219341
C4 -0.573790 0.095638 1.144811
C5 0.519520 -0.639052 1.109361
H1 -0.151509 0.134653 -2.235982
H2 2.043314 -0.397834 -0.437764
H3 -1.437242 1.542809 -0.302287
H4 1.169912 -1.362371 1.749610
O1 0.712881 1.339879 -0.210875
F1 -0.784945 -1.465426 -1.557766
Cl1 -1.714838 0.221466 2.384032

Force components x, y, z for each atom (eV/Å):
C 0.7 0.5 -1.7
C -0.5 -0.5 -1.0
C 0.1 -2.7 2.3
C -1.0 -0.3 0.4
C 1.9 -0.6 0.0
H 1.0 0.8 0.6
H 0.7 0.3 -0.6
H -0.8 1.2 -0.5
H -1.9 1.6 -1.0
O 0.6 -0.5 -0.8
F -0.1 0.2 1.9
Cl -0.6 0.1 0.4



Density functional theory data (ωB97M-V with the def2-TZVPD basis set) for an isolated ion of composition C5H4ClN2 and charge +1.

## Properties
gap between HOMO and LUMO	0.328	hartree
E	-762.158728	Ha
net charge	+1
molecular weight	127.6	g mol⁻¹
HOMO level	-15.15	eV

Cartesian coordinates (Å):
C1 -0.080724 -0.647150 0.083495
C2 -1.384073 -0.947271 -0.125909
C3 -2.191715 0.054569 -0.675270
C4 -0.373964 1.417504 -0.727070
C5 2.098733 0.131621 0.796794
N1 -1.368289 0.971876 -1.246619
N2 0.844704 -0.100266 0.417778
Cl1 3.103652 0.186507 -0.653371
H1 -2.004876 -1.756387 0.403508
H2 -3.200408 0.053238 -1.091889
H3 2.338771 -0.530774 1.603675
H4 2.218194 1.166531 1.214876

Force components x, y, z for each atom (eV/Å):
C -1.9 -1.8 0.7
C -6.2 -1.5 0.9
C 2.4 -2.5 -1.7
C -1.2 2.8 -2.6
C 3.3 3.4 0.7
N 1.4 2.6 1.2
N -0.1 -1.2 0.6
Cl 0.5 -0.6 0.1
H 1.8 0.7 -0.9
H -0.1 -0.3 1.1
H 0.6 -0.8 0.0
H -0.5 -0.8 -0.2



Density functional theory data (ωB97M-V with the def2-TZVPD basis set) for one molecule with the formula C5H4ClN3.

## Properties
gap between HOMO and LUMO	0.323	hartree
E	-817.347274	Ha
structure (SMILES)	Cn1cnc(Cl)c1C#N
molecular weight	141.6	g mol⁻¹
HOMO level	-8.55	eV

Cartesian coordinates (Å):
C1 -0.981076 1.825507 -0.003765
C2 0.159897 -1.550886 0.023773
C3 -0.736721 0.475252 -0.031750
C4 -1.828368 -0.752092 0.004828
C5 1.716326 0.378885 -0.015134
N1 -1.237530 2.948378 0.033789
N2 -1.127476 -1.856493 0.034464
N3 0.414171 -0.229722 -0.013602
Cl1 -3.484496 -0.558008 -0.017604
H1 0.943318 -2.282620 0.031117
H2 1.886404 0.907395 0.924893
H3 2.478034 -0.393794 -0.130528
H4 1.797521 1.088202 -0.840477

Force components x, y, z for each atom (eV/Å):
C 0.1 1.0 0.0
C 0.1 0.3 0.0
C -4.3 -5.3 0.1
C 4.6 4.4 -0.1
C 0.7 0.2 0.0
N 0.0 0.2 0.0
N -0.5 -0.5 0.0
N -0.2 -0.2 0.0
Cl -0.6 -0.1 0.0
H 0.2 0.0 0.0
H 0.0 0.0 -0.1
H -0.1 0.1 0.0
H 0.0 -0.1 0.1



Density functional theory data (ωB97M-V with the def2-TZVPD basis set) for a 2-piece molecular cluster, C5H4ClN3O2 overall.

## Properties
gap between HOMO and LUMO (alpha / beta)	0.260 / 0.260	hartree
E	-967.603541	Ha
molecular weight	173.6	g mol⁻¹
HOMO level (alpha / beta)	-9.75 / -9.75	eV

Cartesian coordinates (Å):
C1 0.621088 -1.217784 -0.228471
C2 0.328011 0.151348 -0.258778
C3 -0.469735 -2.061787 -0.093378
C4 -0.970566 0.463012 -0.149438
C5 -2.047362 -0.361124 -0.023380
N1 -1.712668 -1.642455 0.001652
N2 -1.316813 3.077658 -0.126064
N3 -0.103597 3.433075 0.182574
O1 0.820514 2.929997 -0.450965
O2 0.061329 4.272953 1.060467
Cl1 -3.669650 0.096442 0.094977
H1 1.631022 -1.586715 -0.307537
H2 1.066372 0.945482 -0.372427
H3 -0.353198 -3.135827 -0.057824
H4 -2.004302 3.378651 0.560319

Force components x, y, z for each atom (eV/Å):
C -0.4 0.3 0.0
C 0.5 0.4 -0.1
C 0.5 -0.2 0.0
C -0.5 1.7 0.1
C 0.4 -0.1 0.0
N -0.8 0.2 0.0
N -1.4 -3.2 -1.4
N 0.9 0.5 1.0
O 0.4 0.0 -0.3
O 0.1 0.3 0.2
Cl -0.3 0.2 0.0
H 0.1 0.0 0.0
H 0.0 0.0 0.0
H 0.1 -0.1 0.0
H 0.5 0.0 0.4



Density functional theory data (ωB97M-V with the def2-TZVPD basis set) for one molecule with the formula C5H4ClNS.

## Properties
gap between HOMO and LUMO	0.302	hartree
E	-1105.931994	Ha
structure (SMILES)	N#C[C@]1(Cl)CCC1=S
molecular weight	145.6	g mol⁻¹
HOMO level	-9.20	eV

Cartesian coordinates (Å):
C1 -0.804042 0.074698 0.086688
C2 -0.870489 0.573762 1.563038
C3 0.674603 0.713835 1.618978
C4 0.809746 0.087961 0.275029
C5 -0.835532 1.127127 -0.835483
H1 -0.939081 -0.282003 2.208707
H2 -1.592983 1.281054 1.684224
H3 1.123253 1.785411 1.529197
H4 1.063674 0.049196 2.442464
N1 -0.545867 2.120125 -1.566708
S1 2.100836 -0.574324 -0.487155
Cl1 -1.370169 -1.408803 -0.314862

Force components x, y, z for each atom (eV/Å):
C 3.4 1.2 1.9
C 2.2 -2.6 -0.9
C 0.8 2.3 0.2
C 1.5 -1.8 -0.2
C 1.7 9.4 -7.3
H -1.3 -0.4 0.1
H -1.5 2.2 0.9
H -0.7 -1.8 0.8
H 0.2 1.3 -0.8
N -2.6 -7.8 5.7
S -2.0 0.9 0.6
Cl -1.7 -2.9 -1.0



Density functional theory data (ωB97M-V with the def2-TZVPD basis set) for C5H4CrNO5 as an isolated structure.

## Properties
gap between HOMO and LUMO (alpha / beta)	0.316 / 0.319	hartree
spin multiplicity	5
E	-1667.980423	Ha
⟨S²⟩	6.050
net charge	+1
molecular weight	210.1	g mol⁻¹
HOMO level (alpha / beta)	-13.00 / -14.83	eV

Cartesian coordinates (Å):
O1 -2.999726 -5.001441 0.594940
C1 -2.497334 -4.171182 0.036759
Cr1 0.194832 0.052421 -0.239354
O2 2.616093 -1.038302 1.211183
C2 1.569689 -0.872534 0.668021
C3 1.447073 1.456190 0.016912
O3 2.316245 2.236622 0.069989
C4 -0.767418 2.714873 -1.582292
O4 -0.671341 3.032076 -2.665940
C5 0.851148 -0.342027 -1.977868
O5 1.652667 -0.704982 -2.756999
H1 0.149683 -1.474833 0.446046
N1 -0.843039 0.975679 1.347929
H2 -0.228635 1.487979 2.016464
H3 -1.137914 0.060817 1.739975
H4 -1.652030 1.588645 1.074241

Force components x, y, z for each atom (eV/Å):
O -0.2 -0.3 0.2
C 0.2 0.3 -0.1
Cr -1.3 -0.6 1.8
O -5.0 -0.4 -2.2
C 5.6 0.2 2.5
C 5.6 5.4 -0.4
O -3.9 -3.4 0.0
C 0.0 0.5 -1.6
O -0.1 -0.4 1.5
C 4.1 -2.4 -5.8
O -3.6 1.7 3.2
H -0.1 -0.7 0.1
N -0.9 0.4 0.3
H -1.0 -0.6 -0.5
H -0.3 1.2 0.3
H 0.9 -1.0 0.7



Density functional theory data (ωB97M-V with the def2-TZVPD basis set) for an isolated ion of composition C5H4F2N3O and charge +1.

## Properties
gap between HOMO and LUMO (alpha / beta)	0.153 / 0.223	hartree
spin multiplicity	3
E	-631.654393	Ha
⟨S²⟩	2.017
net charge	+1
molecular weight	160.1	g mol⁻¹
HOMO level (alpha / beta)	-10.78 / -14.83	eV

Cartesian coordinates (Å):
C1 1.560933 0.555507 -3.291856
C2 0.820659 -0.462712 -2.619953
C3 -1.076957 -0.166684 -1.009288
C4 0.425887 0.050350 0.684128
C5 -0.003216 0.131004 3.043785
N1 2.117422 1.366559 -3.872000
N2 -0.116450 -0.258377 -1.822564
N3 -0.887790 -0.046905 0.319867
O1 0.802842 0.139530 1.898134
F1 -0.840697 1.176427 3.009333
F2 -0.761485 -0.974105 3.048441
H1 1.126003 -1.485252 -2.855935
H2 -2.098600 -0.172258 -1.391631
H3 0.644765 0.171876 3.930559
H4 -1.713315 -0.024960 0.928982

Force components x, y, z for each atom (eV/Å):
C -1.9 -1.8 1.4
C 6.0 -0.8 -5.0
C 1.1 -0.5 -5.9
C -3.7 -0.1 2.3
C -1.7 0.0 2.2
N 1.0 1.3 -0.9
N -6.6 1.2 6.4
N 3.2 0.3 2.1
O 1.5 0.0 -2.6
F 0.5 -0.2 -0.3
F 0.4 0.2 -0.3
H -0.2 0.2 0.2
H -0.3 0.1 0.5
H 0.0 0.0 -0.5
H 0.6 0.1 0.4



What is the E in the sixth record?
-1105.931994 Ha